(1)
C4H5N3O3 | the ωB97M-V functional and the def2-TZVPD basis

Last column: natural (NBO) charge in e.
Cartesian coordinates (Å):
C 1.480109 0.897114 0.032043  0.19
C 2.602919 1.652999 0.418850  -0.24
C -0.019639 -0.947098 0.012420  -0.22
C -0.618040 -0.218992 -1.150909  -0.28
N 3.493981 2.294147 -0.247824  -0.07
N 0.906598 -0.008127 0.754223  -0.03
N 0.231019 0.665494 -1.820399  -0.05
O 1.148439 -0.439461 1.980625  -0.75
O -0.448057 1.784782 -2.157427  -0.64
O 4.558476 2.816151 0.397482  -0.71
H 2.622287 1.648152 1.544682  0.14
H -0.760424 -1.407604 0.605989  0.19
H 0.771835 -1.616379 -0.511537  0.17
H -0.842423 -0.997894 -1.816087  0.17
H -1.695500 0.131500 -0.969014  0.15

Atoms 1-6, force components in eV/Å:
C -1.6 -0.9 -2.3
C -0.2 0.2 3.4
C 3.6 1.2 -2.1
C -2.9 -0.3 1.5
N 1.7 0.6 -0.7
N -0.9 -0.4 -0.5

Properties
* E: -545.05389 hartree
* energy above the lowest of the compared OMol25 structures with the same formula, charge and spin: 68.3 kcal/mol
* max |F|: 4.33 eV/Å
* LUMO (spin up / spin down): 6.57 / 6.54 eV
* total charge: -2

(2)
C4H5N3O3 | the ωB97M-V functional and the def2-TZVPD basis

Last column: natural (NBO) charge in e.
Cartesian coordinates (Å):
C -2.274407 0.908441 0.105191  -0.44
N -0.941872 0.345967 -0.012722  -0.26
N -0.704062 -1.028951 -0.167188  -0.37
C 0.576714 -1.354573 -0.222813  0.06
C 1.384209 -0.240067 -0.091749  -0.16
N 2.827664 -0.268258 -0.079324  0.52
O 3.329178 -1.340521 0.161153  -0.40
O 3.460718 0.772469 -0.039220  -0.36
C 0.281371 0.946483 0.077504  0.63
O 0.433808 2.156132 0.189066  -0.61
H -2.854414 0.731601 -0.903265  0.22
H -2.651992 0.396950 1.017784  0.21
H -2.038150 1.996239 0.254921  0.27
H -1.546513 -1.598455 -0.000641  0.42
H 0.717746 -2.423453 -0.288704  0.24

Atoms 1-6, force components in eV/Å:
C 0.6 -0.2 -1.0
N 2.0 -1.8 -0.4
N -3.3 0.7 0.0
C 0.8 0.2 0.6
C -3.4 0.8 -0.4
N -0.4 1.3 2.0

Properties
* E: -545.24625 hartree
* energy above the lowest of the compared OMol25 structures with the same formula, charge and spin: 135.7 kcal/mol
* max |F|: 3.54 eV/Å
* LUMO: -0.01 eV
* SMILES string: Cn1[nH]cc([N+](=O)[O-])c1=O

(3)
C4H5N3S | the ωB97M-V functional and the def2-TZVPD basis

Last column: natural (NBO) charge in e.
Cartesian coordinates (Å):
H 0.838437 -1.890109 0.730224  0.35
N 0.068799 -1.213626 0.927285  -0.65
C 0.408876 -0.096387 0.379134  0.38
C -0.576315 1.063090 0.254998  -0.19
C -1.908805 0.797847 0.059144  -0.26
C -2.395649 -0.538171 -0.191925  0.25
N -2.901846 -1.551390 -0.416003  -0.28
N 1.607613 0.297787 -0.201167  -0.77
S 3.143830 -0.488778 -0.089850  0.20
H -0.257158 2.139773 0.384982  0.23
H -2.609337 1.645894 -0.122433  0.25
H 1.594364 1.208970 -0.605620  0.40
H 2.987186 -1.374904 -1.108764  0.11

Atoms 1-6, force components in eV/Å:
H -0.6 0.4 0.6
N 1.4 1.0 -1.4
C -0.7 0.3 0.5
C -1.8 -0.4 0.6
C 1.8 1.0 -0.6
C -0.6 -0.1 0.1

Properties
* E: -717.81363 hartree
* energy above the lowest of the compared OMol25 structures with the same formula, charge and spin: 50.2 kcal/mol
* max |F|: 2.16 eV/Å
* LUMO: -0.28 eV
* SMILES string: [H]/N=C(/C=C\C#N)NS

(4)
C4H5N4O | the ωB97M-V functional and the def2-TZVPD basis

Last column: natural (NBO) charge in e.
Cartesian coordinates (Å):
C 1.661573 1.577309 -0.021004  -0.12
C 0.925590 0.484544 -0.061409  0.02
C 1.803215 -0.721950 0.013193  0.55
C -1.437512 -0.228118 0.013087  0.63
N 3.014316 1.094858 0.029144  -0.03
N 3.124456 -0.124538 0.066880  -0.13
N -2.357326 0.669773 0.030586  -0.77
N -1.424131 -1.511381 -0.024893  -0.77
O 1.497110 -1.874485 0.014072  -0.43
H 1.474833 2.632104 -0.027726  0.26
H -2.122218 1.652904 0.062455  0.45
H -3.349920 0.440854 -0.004793  0.43
H -0.534813 -2.016489 -0.065701  0.47
H -2.275173 -2.075390 -0.023889  0.43

Atoms 1-6, force components in eV/Å:
C -2.0 -0.7 -0.1
C -3.7 -0.5 0.3
C -1.2 0.1 -0.1
C 4.6 1.3 -0.3
N 1.7 0.7 0.1
N 1.3 -1.2 0.0

Properties
* E: -449.22887 hartree
* energy above the lowest of the compared OMol25 structures with the same formula, charge and spin: 79.8 kcal/mol
* max |F|: 4.81 eV/Å
* LUMO: -6.24 eV
* total charge: +1

(5)
C4H5N4S | the ωB97M-V functional and the def2-TZVPD basis

Last column: natural (NBO) charge in e.
Cartesian coordinates (Å):
C -1.904876 1.358353 -0.059742  0.48
C 1.636706 -0.031198 -0.031437  0.56
C 2.593128 -2.290075 0.248754  -0.17
C -3.249652 1.226875 -0.514030  -0.75
N -0.948605 1.474056 0.553033  -0.03
N 1.012801 0.628803 0.701026  -0.07
N 0.125533 1.431599 1.092913  -0.18
N 2.455271 -1.011782 -0.361394  -0.60
S 3.839915 -3.198571 -0.091913  0.20
H 2.021810 -2.346663 1.152408  0.21
H -3.480098 1.900031 -1.425189  0.30
H -3.952141 1.465030 0.427494  0.31
H -3.331062 0.125153 -0.724394  0.29
H 3.181271 -0.731612 -0.967528  0.44

Atoms 1-6, force components in eV/Å:
C -0.9 0.9 0.1
C 1.2 -1.5 0.5
C 0.9 1.2 0.6
C -2.1 0.2 0.3
N -3.6 -1.4 -3.1
N -0.4 -0.5 -1.2

Properties
* E: -772.15937 hartree
* energy above the lowest of the compared OMol25 structures with the same formula, charge and spin: 120.4 kcal/mol
* max |F|: 7.03 eV/Å
* LUMO: -4.39 eV
* total charge: +1

(6)
C4H5N5 | the ωB97M-V functional and the def2-TZVPD basis

Last column: natural (NBO) charge in e.
Cartesian coordinates (Å):
N 0.245764 0.479515 2.217601  -0.64
N -0.324307 0.191655 0.979907  -0.21
C -1.714366 0.175386 0.858207  0.20
N -2.090617 -0.389097 -0.381378  -0.45
C -0.940334 -0.311956 -1.053631  0.24
N -0.469958 -0.496544 -2.312843  -0.25
N 0.904243 -0.418614 -2.254179  -0.36
C 1.241106 -0.115591 -0.821648  -0.10
C 0.159054 -0.047927 -0.195405  -0.04
H 0.469214 -0.546019 2.814015  0.38
H 1.259798 1.129454 1.931697  0.37
H -2.405987 0.270158 1.731745  0.22
H 1.455991 -0.252406 -3.083324  0.42
H 2.210400 0.331984 -0.430765  0.21

Atoms 1-6, force components in eV/Å:
N 4.4 -0.5 0.7
N -3.6 1.3 4.1
C -1.0 -3.3 -2.5
N -0.9 3.0 3.7
C 3.0 -0.9 -2.7
N -0.4 -0.2 0.2

Properties
* E: -429.02764 hartree
* energy above the lowest of the compared OMol25 structures with the same formula, charge and spin: 96.2 kcal/mol
* max |F|: 9.52 eV/Å
* LUMO: 0.26 eV
* SMILES string: Nn1cnc2n[nH]cc21

(7)
C4H5N5OS | the ωB97M-V functional and the def2-TZVPD basis

Last column: natural (NBO) charge in e.
Cartesian coordinates (Å):
C 1.701775 -1.031515 1.236782  -0.26
O 2.156669 -0.724188 -0.000852  -0.31
N 1.532865 0.370993 -0.480598  0.06
N 2.004378 1.583819 -0.563030  -0.02
N 1.148578 2.357537 -1.027531  -0.05
N -0.082466 1.699861 -1.217959  -0.33
C 0.156978 0.460084 -0.947710  0.09
S -0.713139 -0.991297 -1.140922  0.33
C -2.325145 -0.092059 -0.756571  -0.58
C -2.460894 -0.201488 0.636734  0.25
N -2.508035 -0.389854 1.762806  -0.29
H 2.093050 -0.262841 2.034677  0.18
H 1.974180 -1.998467 1.516884  0.21
H 0.614624 -1.044824 1.311523  0.19
H -2.108792 0.819726 -1.147550  0.28
H -3.184629 -0.555481 -1.216679  0.27

Atoms 1-6, force components in eV/Å:
C -1.1 2.4 4.3
O 1.1 0.5 -2.7
N -4.2 0.3 -1.4
N 2.7 -0.2 0.6
N -1.9 0.7 0.1
N 1.0 -0.3 -0.4

Properties
* E: -902.46444 hartree
* energy above the lowest of the compared OMol25 structures with the same formula, charge and spin: 0.0 kcal/mol
* max |F|: 5.01 eV/Å
* LUMO: 0.01 eV
* SMILES string: COn1nnnc1SCC#N

(8)
C4H5NO | the ωB97M-V functional and the def2-TZVPD basis

Last column: natural (NBO) charge in e.
Cartesian coordinates (Å):
C -0.145753 0.455871 -1.216172  0.00
N 0.374998 -0.721067 -0.984775  -0.27
C -1.113285 -0.639142 -1.175917  -0.32
H 0.143843 1.337344 -1.787203  0.23
H -1.739530 -0.794228 -0.291868  0.17
H -1.503682 -1.041614 -2.113911  0.18
C 0.911525 -0.278660 1.424539  -0.75
C 0.506131 1.015336 1.279402  0.69
O 0.351328 2.129974 1.610714  -0.46
H 0.231013 -0.991851 1.890630  0.26
H 1.983410 -0.471968 1.364557  0.27

Atoms 1-6, force components in eV/Å:
C 0.8 -3.9 -1.9
N -1.2 3.2 -1.7
C -0.4 0.3 0.1
H 0.1 0.1 0.9
H 0.1 0.1 -0.2
H 0.0 -0.1 0.3

Properties
* E: -285.22766 hartree
* energy above the lowest of the compared OMol25 structures with the same formula, charge and spin: 117.3 kcal/mol
* max |F|: 5.13 eV/Å
* LUMO (spin up / spin down): -0.03 / -0.03 eV
* SMILES string: C1=NC1.C=C=O

(9)
C4H5NO | the ωB97M-V functional and the def2-TZVPD basis

Last column: natural (NBO) charge in e.
Cartesian coordinates (Å):
H -1.740911 -2.244124 -0.710227  0.34
N -1.346819 -1.345041 -0.440813  -0.59
C -0.079399 -1.358438 -0.534375  0.09
C 0.698917 -0.138956 -0.223412  0.13
O 2.028498 -0.209812 -0.554387  -0.67
C 0.063393 0.902490 0.260914  0.02
C -0.671613 1.779508 0.879940  -0.42
H 0.520316 -2.207350 -0.883845  0.17
H 2.481899 0.528578 -0.125849  0.49
H -1.415240 2.397672 0.381393  0.22
H -0.539045 1.895477 1.950665  0.21

Atoms 1-6, force components in eV/Å:
H 0.1 0.0 0.1
N 0.3 -0.3 -0.1
C -0.2 0.0 0.0
C -0.4 0.2 0.1
O 0.1 0.2 0.0
C 0.1 0.0 0.1

Properties
* E: -285.32106 hartree
* energy above the lowest of the compared OMol25 structures with the same formula, charge and spin: 58.7 kcal/mol
* max |F|: 0.49 eV/Å
* LUMO: 0.71 eV
* SMILES string: [H]/N=C/C(O)=C=C

(10)
C4H5NO | the ωB97M-V functional and the def2-TZVPD basis

Last column: natural (NBO) charge in e.
Cartesian coordinates (Å):
C -0.622123 1.786977 1.307038  -0.65
C -0.754211 0.468851 0.499960  0.04
O 0.296589 -0.300136 0.952210  -0.43
C 0.447876 0.101809 -0.163241  0.06
C 0.505269 -0.965060 -1.327140  0.21
N 0.387867 -1.897322 -2.007543  -0.32
H 0.452679 2.114102 1.816437  0.24
H -1.081373 2.762413 0.765741  0.22
H -1.156233 1.431104 2.121273  0.22
H -1.798858 0.053961 0.322462  0.22
H 1.035129 0.965293 -0.490492  0.18

Atoms 1-6, force components in eV/Å:
C 1.0 2.7 -1.5
C -2.0 2.7 0.2
O 0.2 -5.8 11.3
C 2.1 2.6 -13.9
C -0.9 -0.3 0.9
N 0.4 1.3 0.6

Properties
* E: -285.25960 hartree
* energy above the lowest of the compared OMol25 structures with the same formula, charge and spin: 97.3 kcal/mol
* max |F|: 14.30 eV/Å
* LUMO: 0.85 eV
* SMILES string: C[C@@H]1O[C@H]1C#N

Which formula does entry 1 have? C4H5N3O3